# 1
Here is an isolated molecule of C5H7N from OMol25. Energies are from wB97M-V/def2-TZVPD.

Output
Molecular weight = 81.12 g mol⁻¹
Kohn-Sham gap = 9.9 eV
SMILES string = CC#C[C@H]1CN1
HOMO level = -0.3289 hartree

Structure (ORCA input):
```
! RIJCOSX wB97M-V def2-TZVPD def2/J DEFGRID3
* xyz 0 1
C -2.581 0.313 0.054
C -1.305 -0.230 -0.416
C -0.147 -0.452 -0.685
C 1.262 -0.070 -0.729
C 1.799 0.131 0.647
N 2.441 -0.794 -0.264
H -3.416 0.180 -0.638
H -2.419 1.389 0.190
H -2.872 -0.091 1.029
H 1.482 0.629 -1.534
H 1.133 -0.273 1.408
H 2.316 1.035 0.949
H 2.308 -1.767 -0.012
*
```

# 2
Here is an isolated molecule of C5H7N in a non-equilibrium geometry from OMol25. Energies are from wB97M-V/def2-TZVPD.

Output
Molecular weight = 81.12 g mol⁻¹
Kohn-Sham gap = 8.9 eV
SMILES string = Cc1ccc[nH]1
HOMO level = -0.2894 hartree

Structure (ORCA input):
```
! RIJCOSX wB97M-V def2-TZVPD def2/J DEFGRID3
* xyz 0 1
C 0.217 -1.610 -1.055
C 0.076 -0.353 -0.246
C 0.531 0.926 -0.544
C 0.147 1.774 0.524
C -0.550 1.017 1.443
N -0.559 -0.272 0.937
H -0.224 -2.517 -0.656
H -0.225 -1.441 -2.037
H 1.286 -1.770 -1.200
H 1.039 1.144 -1.466
H 0.390 2.821 0.564
H -1.237 1.303 2.218
H -0.891 -1.022 1.518
*
```

# 3
Here is an isolated molecule of C5H7N in a non-equilibrium geometry from OMol25. Energies are from wB97M-V/def2-TZVPD.

Output
Molecular weight = 81.12 g mol⁻¹
Kohn-Sham gap = 9.8 eV
SMILES string = C=C=NC(=C)C
HOMO level = -0.3280 hartree

Structure (ORCA input):
```
! RIJCOSX wB97M-V def2-TZVPD def2/J DEFGRID3
* xyz 0 1
C 2.527 -0.056 0.309
C 1.696 0.923 0.140
N 0.573 1.442 -0.013
C -0.404 0.407 0.026
C -0.031 -0.795 -0.388
C -1.721 0.939 0.367
H 2.898 -0.497 -0.585
H 3.049 -0.235 1.244
H -0.744 -1.603 -0.352
H 0.866 -0.972 -0.762
H -1.583 1.980 0.331
H -2.279 0.634 1.188
H -2.101 0.744 -0.659
*
```

# 4
Here is an isolated molecule of C5H7N from OMol25. Energies are from wB97M-V/def2-TZVPD.

Output
Molecular weight = 81.12 g mol⁻¹
Kohn-Sham gap = 10.0 eV
SMILES string = C=C=NCC=C
HOMO level = -0.3264 hartree

Structure (ORCA input):
```
! RIJCOSX wB97M-V def2-TZVPD def2/J DEFGRID3
* xyz 0 1
C -1.179 1.267 -1.590
C -0.052 1.268 -0.921
N 1.011 1.284 -0.315
C 1.343 0.196 0.628
C 0.143 -0.529 1.172
C -0.400 -1.589 0.583
H -1.246 0.743 -2.536
H -2.056 1.762 -1.191
H 1.936 0.643 1.431
H 2.001 -0.494 0.087
H -0.337 -0.090 2.046
H 0.039 -2.029 -0.310
H -1.311 -2.049 0.958
*
```

# 5
Here is an isolated molecule of C5H7N in a non-equilibrium geometry from OMol25. Energies are from wB97M-V/def2-TZVPD.

Output
Molecular weight = 81.12 g mol⁻¹
Kohn-Sham gap = 10.5 eV
SMILES string = [H]/N=C(\C)C1C=C1
HOMO level = -0.3478 hartree

Structure (ORCA input):
```
! RIJCOSX wB97M-V def2-TZVPD def2/J DEFGRID3
* xyz 0 1
H 0.990 -1.149 -1.644
N 0.177 -1.055 -1.061
C 0.456 -0.144 -0.241
C 1.833 0.385 0.040
C -0.724 0.297 0.639
C -1.970 -0.556 0.570
C -2.047 0.556 -0.121
H 2.021 1.426 0.145
H 2.575 0.103 -0.708
H 2.248 -0.257 0.882
H -0.603 0.825 1.638
H -2.438 -1.543 0.715
H -2.517 1.111 -0.852
*
```

# 6
Here is an isolated molecule of C5H7N in a non-equilibrium geometry from OMol25. Energies are from wB97M-V/def2-TZVPD.

Output
Molecular weight = 81.12 g mol⁻¹
Kohn-Sham gap = 10.0 eV
SMILES string = C1=C[C@H]2N[C@H]2C1
HOMO level = -0.3222 hartree

Structure (ORCA input):
```
! RIJCOSX wB97M-V def2-TZVPD def2/J DEFGRID3
* xyz 0 1
C 1.323 -0.005 -0.525
C 0.654 1.146 -0.476
C -0.524 1.003 0.407
N -1.437 0.200 -0.516
C -0.706 -0.444 0.557
C 0.568 -1.144 0.146
H 2.239 -0.149 -1.080
H 0.768 2.028 -1.102
H -0.568 1.695 1.269
H -2.432 -0.006 -0.519
H -1.300 -0.798 1.399
H 1.060 -1.588 1.019
H 0.357 -1.939 -0.579
*
```

# 7
Here is an isolated molecule of C5H7N in a non-equilibrium geometry from OMol25. Energies are from wB97M-V/def2-TZVPD.

Output
Molecular weight = 81.12 g mol⁻¹
Kohn-Sham gap = 11.8 eV
HOMO level = -0.4007 hartree

Structure (ORCA input):
```
! RIJCOSX wB97M-V def2-TZVPD def2/J DEFGRID3
* xyz 0 1
N 0.174 0.495 2.280
C -0.152 -0.551 2.759
C -0.719 0.343 0.980
C -0.118 -0.515 -0.105
C 1.141 -0.040 -0.759
C -0.149 0.016 -1.519
H -0.732 1.385 0.701
H -1.753 0.033 1.194
H -0.240 -1.595 -0.002
H 1.884 -0.777 -1.043
H 1.553 0.893 -0.385
H -0.602 0.988 -1.696
H -0.302 -0.690 -2.331
*
```

# 8
Here is an isolated molecule of C5H7N in a non-equilibrium geometry from OMol25. Energies are from wB97M-V/def2-TZVPD.

Output
Molecular weight = 81.12 g mol⁻¹
Kohn-Sham gap = 10.0 eV
SMILES string = C1[C@@H]2[C@@H]3CN1[C@H]23
HOMO level = -0.3266 hartree

Structure (ORCA input):
```
! RIJCOSX wB97M-V def2-TZVPD def2/J DEFGRID3
* xyz 0 1
C -0.042 -1.288 -0.161
C -1.079 -0.240 -0.010
C -0.253 1.206 -0.200
C 1.175 0.716 -0.355
N 0.904 -0.407 0.611
C -0.336 0.389 1.057
H -0.318 -2.150 0.441
H 0.285 -1.599 -1.161
H -2.165 -0.231 -0.103
H -1.023 1.201 -0.962
H 1.928 1.365 0.114
H 1.530 0.435 -1.351
H -0.605 0.605 2.080
*
```

# 9
Here is an isolated molecule of C5H7N from OMol25. Energies are from wB97M-V/def2-TZVPD.

Output
Molecular weight = 81.12 g mol⁻¹
Kohn-Sham gap = 9.2 eV
SMILES string = Cn1cccc1
HOMO level = -0.3019 hartree

Structure (ORCA input):
```
! RIJCOSX wB97M-V def2-TZVPD def2/J DEFGRID3
* xyz 0 1
C 1.749 -0.269 -0.687
N 0.427 0.038 -0.144
C -0.313 1.210 -0.058
C -1.551 0.903 0.451
C -1.572 -0.491 0.723
C -0.355 -0.980 0.338
H 2.566 -0.023 0.000
H 1.935 0.210 -1.652
H 1.792 -1.351 -0.859
H 0.057 2.212 -0.235
H -2.359 1.614 0.582
H -2.363 -1.076 1.170
H 0.028 -1.991 0.348
*
```

# 10
Here is an isolated molecule of C5H7N in a non-equilibrium geometry from OMol25. Energies are from wB97M-V/def2-TZVPD.

Output
Molecular weight = 81.12 g mol⁻¹
Kohn-Sham gap = 8.8 eV
SMILES string = C=N[C@@H]1C=C1C
HOMO level = -0.2858 hartree

Structure (ORCA input):
```
! RIJCOSX wB97M-V def2-TZVPD def2/J DEFGRID3
* xyz 0 1
C 0.396 2.271 -1.400
N -0.031 1.089 -1.176
C 0.660 -0.025 -0.978
C -0.124 -1.386 -1.100
C -0.408 -1.130 0.133
C -0.676 -1.203 1.584
H -0.283 3.017 -1.661
H 1.414 2.595 -1.253
H 1.592 0.028 -0.425
H -0.355 -2.005 -2.013
H 0.218 -0.781 2.085
H -1.071 -2.256 1.763
H -1.474 -0.472 1.969
*
```

# 11
Here is an isolated molecule of C5H7N from OMol25. Energies are from wB97M-V/def2-TZVPD.

Output
Molecular weight = 81.12 g mol⁻¹
Kohn-Sham gap = 10.2 eV
SMILES string = C1=C[C@H]2N[C@H]2C1
HOMO level = -0.3318 hartree

Structure (ORCA input):
```
! RIJCOSX wB97M-V def2-TZVPD def2/J DEFGRID3
* xyz 0 1
C 1.172 -0.035 -0.670
C 0.575 1.142 -0.499
C -0.599 1.030 0.431
N -1.704 0.155 0.041
C -0.645 -0.422 0.845
C 0.502 -1.129 0.115
H 1.985 -0.255 -1.354
H 0.900 2.072 -0.955
H -0.902 1.920 0.982
H -1.651 -0.125 -0.934
H -0.963 -0.834 1.805
H 1.188 -1.648 0.800
H 0.142 -1.869 -0.608
*
```

# 12
Here is an isolated molecule of C5H7N in a non-equilibrium geometry from OMol25. Energies are from wB97M-V/def2-TZVPD.

Output
Molecular weight = 81.12 g mol⁻¹
Kohn-Sham gap = 10.5 eV
SMILES string = C#CCN1CC1
HOMO level = -0.3465 hartree

Structure (ORCA input):
```
! RIJCOSX wB97M-V def2-TZVPD def2/J DEFGRID3
* xyz 0 1
C -1.198 -1.031 -1.432
C -0.916 -0.678 -0.275
C -0.558 -0.623 1.206
N 0.595 0.380 1.074
C 1.325 0.206 -0.112
C 0.368 1.356 0.010
H -1.491 -1.277 -2.550
H -1.239 -0.294 2.027
H -0.139 -1.708 1.544
H 2.434 0.425 -0.125
H 1.006 -0.522 -0.925
H 0.517 2.431 0.179
H -0.704 1.336 -0.620
*
```

# 13
Here is an isolated molecule of C5H7N in a non-equilibrium geometry from OMol25. Energies are from wB97M-V/def2-TZVPD.

Output
Molecular weight = 81.12 g mol⁻¹
Kohn-Sham gap = 9.9 eV
SMILES string = C1=C[C@H]2N[C@H]2C1
HOMO level = -0.3225 hartree

Structure (ORCA input):
```
! RIJCOSX wB97M-V def2-TZVPD def2/J DEFGRID3
* xyz 0 1
C -1.028 -0.433 -0.724
C -0.027 0.176 -1.364
C 1.152 0.425 -0.500
N 0.994 1.092 0.763
C 0.698 -0.287 0.962
C -0.736 -0.693 0.713
H -2.037 -0.601 -1.070
H -0.043 0.326 -2.437
H 2.093 0.655 -1.029
H 0.184 1.689 0.829
H 1.244 -0.805 1.774
H -1.067 -1.669 1.101
H -1.426 0.124 0.983
*
```

# 14
Here is a structure of composition C5H7N in a non-equilibrium geometry from OMol25. Energies are from wB97M-V/def2-TZVPD.

Output
Molecular weight = 81.12 g mol⁻¹
Kohn-Sham gap (alpha / beta) = 8.1 / 8.1 eV
HOMO level (alpha / beta) = -0.2695 / -0.2696 hartree

Structure (ORCA input):
```
! RIJCOSX wB97M-V def2-TZVPD def2/J DEFGRID3
* xyz 0 1
C -1.088 -0.442 0.928
C -1.144 0.704 -0.720
C 1.312 0.430 0.242
C 0.996 -0.761 -0.579
C -0.085 0.020 -0.015
N -2.160 -0.437 1.610
H -1.628 0.364 -1.637
H -1.098 1.697 -0.448
H 1.730 0.229 1.308
H 1.549 1.493 0.027
H 1.041 -0.787 -1.616
H 1.334 -1.684 -0.126
H -2.128 -1.011 2.433
*
```

# 15
Here is a cluster of 2 separate species, C5H7N in total in a non-equilibrium geometry from OMol25. Energies are from wB97M-V/def2-TZVPD.

Output
Molecular weight = 81.12 g mol⁻¹
Kohn-Sham gap = 9.7 eV
SMILES string = C=C=CC.C#N
HOMO level = -0.3332 hartree

Structure (ORCA input):
```
! RIJCOSX wB97M-V def2-TZVPD def2/J DEFGRID3
* xyz 0 1
C -0.004 2.088 -0.065
C -0.282 0.801 0.240
C -0.716 -0.396 0.787
C -1.115 -1.264 -0.260
H -0.496 2.310 -0.923
H 0.968 2.663 -0.444
H -1.486 -0.341 1.520
H -1.983 -1.521 0.196
H -1.279 -0.638 -1.159
H -0.571 -2.175 -0.500
C 2.364 -0.487 0.180
N 2.272 -1.602 -0.012
H 2.329 0.563 0.440
*
```

# 16
Here is an isolated molecule of C5H7N from OMol25. Energies are from wB97M-V/def2-TZVPD.

Output
Molecular weight = 81.12 g mol⁻¹
Kohn-Sham gap = 8.6 eV
HOMO level = -0.2976 hartree

Structure (ORCA input):
```
! RIJCOSX wB97M-V def2-TZVPD def2/J DEFGRID3
* xyz 0 1
C 1.852 -0.118 1.426
N 0.640 0.076 0.665
C -1.944 1.711 -0.591
C -1.560 0.484 -0.965
C -0.770 -0.578 -1.156
C 0.408 -0.719 -0.301
H 1.596 -0.323 2.473
H 2.437 0.808 1.416
H 2.488 -0.938 1.053
H -2.764 1.734 0.141
H -2.466 0.786 -1.661
H -0.987 -1.317 -1.917
H 1.090 -1.547 -0.552
*
```

# 17
Here is a cluster of 2 separate species, C5H7N in total in a non-equilibrium geometry from OMol25. Energies are from wB97M-V/def2-TZVPD.

Output
Molecular weight = 81.12 g mol⁻¹
Kohn-Sham gap (alpha / beta) = 9.0 / 9.0 eV
HOMO level (alpha / beta) = -0.3074 / -0.3073 hartree

Structure (ORCA input):
```
! RIJCOSX wB97M-V def2-TZVPD def2/J DEFGRID3
* xyz 0 1
C 2.496 0.417 -0.360
C 1.150 0.125 -0.056
C -0.080 0.176 0.270
C -1.235 -1.687 -0.583
C -0.762 1.318 0.842
N 2.070 -0.655 -0.929
H 3.404 1.053 -0.261
H -2.249 -1.220 -0.326
H -0.801 -1.598 -1.633
H -1.063 -2.674 -0.027
H -0.112 2.199 0.700
H -1.833 1.326 0.413
H -0.983 1.221 1.951
*
```

# 18
Here is an isolated molecule of C5H7N from OMol25. Energies are from wB97M-V/def2-TZVPD.

Output
Molecular weight = 81.12 g mol⁻¹
Kohn-Sham gap = 9.8 eV
SMILES string = CC#C[C@H]1CN1
HOMO level = -0.3249 hartree

Structure (ORCA input):
```
! RIJCOSX wB97M-V def2-TZVPD def2/J DEFGRID3
* xyz 0 1
C 1.310 -1.776 1.302
C 1.047 -0.807 0.245
C 0.658 -0.024 -0.590
C -0.488 0.569 -1.269
C -1.350 1.237 -0.268
N -0.903 1.959 -1.447
H 2.324 -2.176 1.251
H 0.595 -2.603 1.198
H 1.145 -1.329 2.289
H -0.932 -0.081 -2.020
H -0.829 1.468 0.659
H -2.374 0.913 -0.145
H -0.201 2.650 -1.204
*
```

# 19
Here is an isolated molecule of C5H7N from OMol25. Energies are from wB97M-V/def2-TZVPD.

Output
Molecular weight = 81.12 g mol⁻¹
Kohn-Sham gap = 7.5 eV
SMILES string = CC1=C=CNC1
HOMO level = -0.2750 hartree

Structure (ORCA input):
```
! RIJCOSX wB97M-V def2-TZVPD def2/J DEFGRID3
* xyz 0 1
C -1.738 -0.719 0.050
C -0.418 -0.219 0.530
C -0.341 1.055 1.032
C 0.771 1.521 0.338
N 1.360 0.634 -0.527
C 0.860 -0.687 -0.129
H -2.466 0.061 0.282
H -2.087 -1.689 0.410
H -1.640 -0.775 -1.043
H 1.116 2.552 0.306
H 2.310 0.790 -0.825
H 1.591 -1.161 0.542
H 0.684 -1.362 -0.966
*
```

# 20
Here is an isolated molecule of C5H7N in a non-equilibrium geometry from OMol25. Energies are from wB97M-V/def2-TZVPD.

Output
Molecular weight = 81.12 g mol⁻¹
Kohn-Sham gap = 11.8 eV
SMILES string = N#CCC1CC1
HOMO level = -0.3995 hartree

Structure (ORCA input):
```
! RIJCOSX wB97M-V def2-TZVPD def2/J DEFGRID3
* xyz 0 1
N 2.717 -0.520 1.428
C 2.081 -0.212 0.513
C 1.170 0.190 -0.560
C -0.169 0.508 0.068
C -0.991 -0.542 0.757
C -1.431 0.128 -0.610
H 1.079 -0.624 -1.290
H 1.583 1.055 -1.092
H -0.211 1.474 0.564
H -1.376 -0.282 1.755
H -0.745 -1.611 0.774
H -1.306 -0.412 -1.559
H -2.218 0.880 -0.710
*
```